Below is an isolated molecule of C2H4N4O2 at a distorted geometry, with properties calculated with ωB97M-V with the def2-TZVPD basis set.

F_max (eV/A): 4.2
Charge: 0
E (hartree): -447.9064
Energy relative to the best compared isomer or geometry (same formula, charge and spin) (kcal/mol): 123.01
Structure (SMILES): O=[N+]([O-])N1CCN=N1

Last column: natural (NBO) charge in e.
CARTESIAN COORDINATES (ANGSTROEM)
O  1.799  -1.649  -0.032  -0.402
N  1.944  -0.449  0.003  0.649
O  3.004  0.102  0.033  -0.348
N  0.747  0.197  -0.097  -0.160
C  -0.467  -0.581  0.085  -0.250
C  -1.542  0.520  -0.037  -0.324
N  -0.780  1.766  0.045  -0.122
N  0.418  1.536  0.007  0.057
H  -0.312  -1.114  1.109  0.217
H  -0.652  -1.225  -0.697  0.216
H  -1.784  0.265  -1.097  0.224
H  -2.374  0.631  0.678  0.242

Cartesian forces (eV/Å) of the 6 atoms listed first:
O -0.18 -1.00 0.21
N 0.48 -0.42 -0.37
O 0.14 1.47 0.19
N -2.60 0.33 -0.66
C 0.30 -0.09 4.16
C 0.48 -0.91 -0.61